Record 1
Molecular formula: C3H3N
Method: DFT, wB97M-V/def2-TZVPD

ΔE to the lowest compared entry with this formula, charge and spin	66.0	kcal/mol
HOMO-LUMO gap	11.26	eV
multiplicity	1
energy	-4645.6602	eV
LUMO energy	1.094	eV

Positions of all 7 atoms, in Å:
C  -1.441  0.310  0.104
C  -1.295  -0.845  -0.191
C  1.478  -0.558  -0.553
N  1.858  0.450  -0.025
H  -1.424  1.349  0.458
H  -1.274  -1.965  -0.269
H  2.098  1.259  0.475

Cartesian forces (eV/Å) of the 6 atoms listed first:
C 0.2 0.7 0.4
C -0.6 -1.6 0.4
C 1.5 3.0 1.5
N -1.2 -3.8 -2.0
H -0.2 -1.1 -0.6
H 0.1 2.0 -0.2

natural (NBO) population analysis, charges in e, atoms 1 to 2:
1 C -0.2633
2 C -0.2329

---

Record 2
Molecular formula: C16H60N4O12
Method: DFT, wB97M-V/def2-TZVPD

⟨S²⟩	0.7507
net charge	-1
HOMO-LUMO gap (spin up / spin down)	1.69 / 8.42	eV
multiplicity	2
energy	-48091.6329	eV
LUMO energy (spin up / spin down)	1.611 / 1.606	eV

Positions of all 92 atoms, in Å:
C  -13.333  -0.905  16.691
C  -12.922  0.360  15.899
C  -12.551  1.574  16.798
O  -13.574  1.993  17.744
C  -14.821  2.516  17.218
N  -11.722  0.048  15.091
H  -14.335  -0.699  17.070
H  -12.778  -1.047  17.618
H  -13.176  -1.825  16.128
H  -13.741  0.743  15.290
H  -12.338  2.437  16.168
H  -11.617  1.401  17.333
H  -14.569  3.433  16.687
H  -15.460  2.769  18.064
H  -15.317  1.767  16.600
H  -11.135  -0.397  15.781
H  -11.900  -0.715  14.453
C  -8.492  -1.844  19.518
C  -7.287  -1.282  18.720
C  -6.846  0.094  19.224
O  -7.900  1.089  19.293
C  -8.404  1.618  18.050
N  -6.210  -2.222  18.741
H  -8.517  -1.534  20.562
H  -8.516  -2.932  19.588
H  -9.384  -1.425  19.053
H  -7.562  -1.209  17.667
H  -6.100  0.543  18.568
H  -6.419  0.141  20.226
H  -8.658  0.811  17.363
H  -7.760  2.341  17.551
H  -9.410  1.967  18.281
H  -6.077  -2.535  19.692
H  -6.513  -3.071  18.285
C  -7.169  -0.039  14.510
C  -7.024  0.706  13.223
C  -7.893  0.226  12.074
O  -7.759  -1.145  11.785
C  -8.981  -1.745  11.312
N  -7.145  2.175  13.505
H  -6.383  0.227  15.217
H  -7.132  -1.121  14.385
H  -8.138  0.146  14.974
H  -5.984  0.600  12.916
H  -7.606  0.784  11.183
H  -8.936  0.488  12.250
H  -8.798  -2.812  11.184
H  -9.217  -1.182  10.409
H  -9.811  -1.585  12.000
H  -6.651  2.584  12.725
H  -6.646  2.454  14.337
C  -9.174  5.531  19.431
C  -7.714  5.377  19.286
C  -7.324  5.773  17.844
O  -6.185  5.058  17.550
C  -5.554  5.430  16.334
N  -7.149  6.203  20.267
H  -9.475  5.199  20.425
H  -9.665  4.922  18.672
H  -9.651  6.485  19.206
H  -7.381  4.367  19.526
H  -7.306  6.845  17.649
H  -8.054  5.292  17.193
H  -6.190  5.095  15.514
H  -4.666  4.802  16.269
H  -5.180  6.443  16.184
H  -6.420  5.645  20.688
H  -7.808  6.158  21.030
O  -10.033  -1.706  16.601
H  -9.357  -1.863  17.260
H  -9.894  -2.389  15.946
O  -7.487  -5.674  19.307
H  -7.219  -5.426  18.422
H  -8.442  -5.732  19.261
O  -8.677  2.275  21.696
H  -7.900  2.655  22.107
H  -8.440  2.186  20.773
O  -4.187  -1.238  17.268
H  -3.847  -0.478  17.741
H  -5.011  -1.445  17.709
O  -6.913  -4.999  16.256
H  -7.785  -5.378  16.365
H  -6.877  -4.739  15.335
O  -5.109  1.957  21.905
H  -5.062  2.913  21.896
H  -5.230  1.714  20.987
O  -6.304  -2.053  22.178
H  -6.566  -2.958  22.342
H  -5.361  -2.100  22.024
O  -3.372  1.304  18.851
H  -3.884  2.106  18.747
H  -2.872  1.440  19.656

Cartesian forces (eV/Å) of the 6 atoms listed first:
C -0.4 1.3 0.7
C 0.8 -0.3 0.5
C -1.0 0.4 -0.3
O -0.1 -0.6 0.1
C 1.8 -0.5 0.3
N -0.4 0.9 0.4

Löwdin population analysis, charges in e, atoms 1 to 2:
1 C -0.0663
2 C -0.4142

---

Record 3
Molecular formula: C3H8O
Method: DFT, wB97M-V/def2-TZVPD

ΔE to the lowest compared entry with this formula, charge and spin	57.6	kcal/mol
HOMO-LUMO gap	10.96	eV
multiplicity	1
energy	-5285.6543	eV
LUMO energy	1.063	eV

Positions of all 12 atoms, in Å:
C  -0.479  -1.221  -0.705
C  -0.873  0.133  -0.232
C  1.089  1.082  0.708
H  -1.145  -2.104  0.019
H  -0.556  -1.407  -1.879
H  0.834  -1.425  -0.461
H  -1.092  0.027  0.769
H  -1.770  0.510  -0.714
H  1.402  0.022  0.676
H  1.858  1.803  0.492
H  0.648  1.356  1.712
O  0.085  1.223  -0.385

Cartesian forces (eV/Å) of the 6 atoms listed first:
C 2.6 -3.9 -0.2
C 0.5 1.7 -1.7
C -1.9 0.0 -0.7
H 2.2 2.6 -2.6
H -0.1 0.3 2.7
H -4.2 0.4 -0.6

natural (NBO) population analysis, charges in e, atoms 1 to 2:
1 C -0.6241
2 C -0.1173

---

Record 4
Molecular formula: C18H24BBrN3OP
Method: DFT, wB97M-V/def2-TZVPD

HOMO-LUMO gap	8.33	eV
SMILES	CC[C@H](Br)B[PH2]=O.c1ccncc1.c1ccncc1.c1ccncc1
multiplicity	1
energy	-105579.2948	eV
LUMO energy	-0.969	eV

Positions of all 49 atoms, in Å:
C  -4.007  -0.978  -3.382
C  -5.535  -0.841  -3.404
C  -6.281  -1.556  -2.258
Br  -5.807  -0.738  -0.549
B  -6.063  -3.094  -2.335
P  -4.894  -4.150  -1.183
O  -5.135  -4.062  0.281
H  -3.606  -1.100  -4.388
H  -3.674  -1.830  -2.790
H  -3.531  -0.102  -2.943
H  -5.944  -1.214  -4.348
H  -5.809  0.213  -3.345
H  -7.345  -1.349  -2.388
H  -6.640  -3.681  -3.198
H  -4.931  -5.460  -1.709
H  -3.607  -3.766  -1.640
C  -0.258  -2.428  -1.292
C  -1.383  -2.171  -0.526
C  -1.840  -0.864  -0.430
N  -1.250  0.164  -1.036
C  -0.166  -0.094  -1.766
C  0.367  -1.365  -1.925
H  0.123  -3.436  -1.396
H  -1.909  -2.964  -0.011
H  -2.728  -0.638  0.150
H  0.301  0.760  -2.245
H  1.250  -1.511  -2.533
C  2.218  2.956  2.548
C  2.356  4.258  2.093
C  1.653  4.645  0.960
N  0.848  3.834  0.278
C  0.720  2.585  0.724
C  1.383  2.103  1.845
H  2.769  2.613  3.414
H  2.997  4.964  2.603
H  1.743  5.658  0.582
H  0.062  1.934  0.160
H  1.241  1.076  2.154
C  7.607  0.508  2.924
C  7.009  0.303  4.157
C  5.816  0.955  4.430
N  5.213  1.771  3.569
C  5.795  1.960  2.388
C  6.987  1.354  2.019
H  8.538  0.016  2.673
H  7.454  -0.350  4.896
H  5.322  0.814  5.385
H  5.281  2.626  1.704
H  7.414  1.545  1.044

Cartesian forces (eV/Å) of the 6 atoms listed first:
C 0.0 0.0 0.0
C -0.1 0.1 0.0
C 0.1 0.0 -0.1
Br 0.0 0.0 0.0
B 0.0 0.0 0.0
P -0.1 0.1 0.1

natural (NBO) population analysis, charges in e, atoms 1 to 2:
1 C -0.6296
2 C -0.4058

---

Record 5
Molecular formula: C8H19AlBrCl2O3
Method: DFT, wB97M-V/def2-TZVPD

net charge	-1
HOMO-LUMO gap	7.02	eV
multiplicity	1
energy	-116435.3375	eV
LUMO energy	2.436	eV

Positions of all 34 atoms, in Å:
C  -0.782  0.093  -2.340
C  -1.940  -0.160  -1.374
O  -1.523  -0.308  -0.040
C  -1.314  -1.671  0.408
Al  0.526  -2.501  0.461
Br  2.160  -0.895  -0.275
O  0.893  -2.878  2.127
C  0.717  -2.005  3.192
C  1.912  -2.046  4.145
C  3.230  -1.936  3.402
O  1.774  -1.018  5.137
H  -0.357  -0.839  -2.716
H  -1.118  0.686  -3.198
H  0.019  0.620  -1.821
H  -2.496  -1.058  -1.678
H  -2.647  0.677  -1.406
H  -1.971  -2.327  -0.190
H  -1.736  -1.704  1.422
H  0.671  -3.817  -0.448
H  -0.192  -2.247  3.763
H  0.610  -0.953  2.865
H  1.883  -2.981  4.714
H  3.196  -1.151  2.640
H  3.452  -2.862  2.872
H  4.037  -1.736  4.111
H  1.957  -0.175  4.703
Cl  -2.682  3.274  -2.611
C  -1.185  4.074  -3.142
C  -1.381  4.895  -4.391
Cl  -1.725  3.888  -5.825
H  -0.441  3.294  -3.287
H  -0.866  4.729  -2.332
H  -0.470  5.450  -4.607
H  -2.213  5.586  -4.280

Cartesian forces (eV/Å) of the 6 atoms listed first:
C -0.1 -0.1 -0.1
C 0.1 -0.2 0.1
O -0.1 0.1 0.0
C -0.1 0.0 -0.2
Al -0.1 0.1 -0.2
Br 0.0 0.0 0.0

natural (NBO) population analysis, charges in e, atoms 1 to 2:
1 C -0.6498
2 C -0.0491